Arrangement 1

A 2-piece molecular cluster, CH7N2O overall. Source: OMol25; level of theory: ωB97M-V/def2-TZVPD.

Atoms and positions in Å:
O: -0.7852 1.9867 0.6810
H: 1.9507 -0.1215 0.2080
C: 0.2731 -0.8478 -0.4571
H: -0.4501 -0.7433 -1.2876
H: -1.0600 2.2747 -0.2066
H: -0.9910 0.1838 0.7360
H: 0.7902 -1.8127 -0.4348
H: 0.8610 1.0309 -0.1091
N: -0.5494 -0.7543 0.7663
H: -1.3325 -1.3802 0.6131
N: 1.2934 0.1836 -0.5092

Its multiplicity is 1. The molar mass comes out at 63.080 g/mol. The value obtained for the LUMO energy is 4.58 eV. Its net charge is -1.

***

Arrangement 2

A 2-piece molecular cluster, CH7N2O overall. Source: OMol25; level of theory: ωB97M-V/def2-TZVPD.

Atoms and positions in Å:
O: -1.2717 -2.2486 2.0820
H: -2.1295 -1.3448 -0.5444
H: -1.9820 -0.1238 0.5772
H: 2.0394 2.8742 -1.9939
H: 0.2023 -0.9782 1.4621
N: 1.7227 2.4517 -1.0726
H: -0.0493 -2.2573 0.4616
N: -1.4281 -0.7572 -0.0720
H: 0.8731 1.8589 -1.2464
C: -0.5654 -1.5265 1.0789
H: 2.5885 2.0517 -0.7325

Its multiplicity is 1. The molar mass comes out at 63.080 g/mol. The value obtained for the LUMO energy is 3.73 eV. Its net charge is -1.

***

It comes down to arrangement 1, which is 110.4 kJ/mol more stable than the next structure.

***

Arrangement 1

A 2-piece molecular cluster, C4H11N2O overall. Source: OMol25; level of theory: ωB97M-V/def2-TZVPD.

Atoms and positions in Å:
H: 0.3458 1.2551 -0.4051
C: 2.3002 0.2739 0.4356
C: 0.7635 0.8084 0.4980
H: 1.7896 -0.2636 -1.5166
H: 2.4521 -0.2196 1.4728
O: -2.7231 0.7151 0.4200
C: 2.5736 -0.5439 -0.8027
H: -3.1903 -0.7719 -1.1048
H: -3.7073 -1.0769 0.5599
N: 2.3455 1.6369 0.3746
H: 3.4265 -0.1387 -1.3376
C: -3.5792 -0.2188 -0.1408
H: 0.5193 1.4652 1.3575
H: -4.5735 0.1615 -0.4117
H: 2.6541 -1.6310 -0.7210
H: -1.1643 0.0021 0.7400
H: -0.0905 -0.9830 -0.1851
N: -0.1420 -0.4709 0.7672

Its multiplicity is 1. The molar mass comes out at 103.145 g/mol. The value obtained for the LUMO energy is 3.56 eV. Its net charge is -1.

***

Arrangement 2

An isolated ion of composition C4H11N2O and charge -1. Source: OMol25; level of theory: ωB97M-V/def2-TZVPD.

Atoms and positions in Å:
C: -0.7176 0.2826 2.3692
C: -0.0902 -0.4770 -2.1208
O: -1.8751 0.8487 1.9659
H: -1.2886 -0.9832 -0.3704
H: -0.4058 0.6476 3.3650
H: -0.6025 0.4215 -2.4769
H: 1.6306 0.4645 -1.7375
H: 0.8345 1.6215 1.6320
H: -0.4748 -1.3630 -2.6105
H: 1.2843 -0.0363 1.4327
N: 1.3167 -0.1988 -2.4464
N: -0.1524 0.7636 0.0208
H: 0.3968 -1.2691 -0.2111
C: 0.4315 0.6418 1.3545
C: -0.3248 -0.5392 -0.6178
H: 1.9068 -1.0145 -2.2941
H: -1.1057 1.0271 0.3445
H: -0.7639 -0.8376 2.4006

Its multiplicity is 1. The molar mass comes out at 103.145 g/mol. The value obtained for the LUMO energy is 4.14 eV. Its net charge is -1. Its SMILES is NCCNCC[O-].

***

It comes down to arrangement 2, which is 450.3 kJ/mol more stable than the next structure.

***

Arrangement 1

A 2-piece molecular cluster, C3H7NOS2 overall. Source: OMol25; level of theory: ωB97M-V/def2-TZVPD.

Atoms and positions in Å:
S: -0.1250 -1.2744 -0.4080
O: 1.3974 4.1750 -1.5844
C: 0.1788 0.8102 1.3409
S: 1.0403 -0.9834 -2.4713
C: 0.7708 -0.4768 0.7021
N: 2.2159 1.9450 -1.5903
H: 1.9686 0.9621 -1.6050
H: 0.4999 -2.3718 -0.1568
C: 1.6694 3.0325 -1.5457
H: 0.1169 0.6694 2.4163
H: 0.8506 1.6733 1.2361
H: 1.7432 -0.8018 1.2341
H: -0.7261 1.0663 0.9837
H: -0.1806 -1.0413 -3.1160

Its multiplicity is 1. The molar mass comes out at 137.229 g/mol. The value obtained for the LUMO energy (alpha / beta) is -0.56 / -0.56 eV. Its net charge is 0.

***

Arrangement 2

One molecule with the formula C3H7NOS2. Source: OMol25; level of theory: ωB97M-V/def2-TZVPD.

Atoms and positions in Å:
H: -0.2125 2.0487 -0.4938
O: 1.9411 -1.1735 0.5735
H: 1.3412 -1.3258 1.5234
C: 1.9859 0.6786 -0.9506
H: -1.4726 1.5433 0.4621
C: 0.0903 0.1407 0.5415
S: -1.6844 0.4394 -1.5821
S: -0.6766 -0.8959 1.6585
H: -2.0877 -0.6492 -0.9954
N: 1.3463 0.0471 0.1168
H: 2.6845 -0.0816 -1.4202
C: -0.6668 1.2163 -0.1672
H: 2.7266 1.4327 -0.5677
H: 1.3860 1.1808 -1.6783

Its multiplicity is 1. The molar mass comes out at 137.229 g/mol. The value obtained for the LUMO energy is 0.23 eV. Its net charge is 0. Its SMILES is CN(O)C(=S)CS.

***

It comes down to arrangement 2, which is 23.5 kJ/mol more stable than the next structure.